Density functional theory data (wB97M-V/def2-TZVPD) for 3 unconnected molecules or ions with the total composition C21H47O14P3.

Atoms and positions in Å:
C1 6.51 -2.86 1.35
C2 5.21 -2.04 1.31
C3 5.38 -0.59 0.82
C4 4.21 -0.05 -0.02
C5 3.54 1.20 0.56
C6 2.73 1.98 -0.47
C7 1.58 1.17 -1.07
C8 0.50 0.79 -0.04
C9 -0.95 1.02 -0.49
C10 -1.69 -0.19 -1.11
C11 -2.88 -0.67 -0.28
C12 -2.54 -1.56 0.92
C13 -2.19 -0.78 2.22
C14 -2.82 -1.48 3.41
O1 -2.30 -2.36 4.02
O2 -4.09 -1.09 3.73
O3 -0.81 -1.32 -1.28
C15 0.06 -1.25 -2.30
O4 0.02 -0.45 -3.19
P1 1.36 -2.60 -2.09
O5 0.49 -3.88 -2.68
O6 2.20 -2.13 -3.40
H1 6.46 -3.72 0.67
H2 6.70 -3.27 2.34
H3 7.37 -2.26 1.07
H4 4.48 -2.55 0.67
H5 4.78 -2.02 2.32
H6 6.30 -0.53 0.24
H7 5.50 0.06 1.69
H8 3.45 -0.84 -0.09
H9 4.53 0.16 -1.04
H10 2.89 0.89 1.38
H11 4.31 1.85 0.99
H12 2.35 2.91 -0.04
H13 3.41 2.27 -1.28
H14 2.00 0.28 -1.54
H15 1.13 1.74 -1.89
H16 0.64 -0.24 0.29
H17 0.66 1.41 0.85
H18 -1.53 1.37 0.36
H19 -0.96 1.84 -1.22
H20 -2.07 0.11 -2.08
H21 -3.58 -1.21 -0.93
H22 -3.42 0.22 0.07
H23 -1.71 -2.23 0.69
H24 -3.40 -2.20 1.12
H25 -1.12 -0.79 2.40
H26 -2.54 0.25 2.15
H27 -4.35 -0.33 3.20
H28 -0.42 -3.88 -2.37
H29 3.06 -2.56 -3.40
C16 5.61 2.11 -4.84
O7 5.32 0.84 -5.42
P2 4.69 0.72 -6.87
O8 4.25 1.99 -7.46
O9 3.58 -0.39 -6.71
C17 2.47 -0.09 -5.85
O10 5.81 -0.05 -7.67
C18 5.76 -0.03 -9.11
H30 4.89 2.31 -4.04
H31 6.61 2.07 -4.43
H32 5.54 2.90 -5.59
H33 2.14 0.94 -5.99
H34 2.75 -0.25 -4.81
H35 1.66 -0.76 -6.12
H36 6.23 0.87 -9.48
H37 4.73 -0.08 -9.47
H38 6.31 -0.91 -9.45
C19 -6.57 2.04 8.12
O11 -6.93 1.97 6.73
P3 -8.26 1.25 6.27
O12 -8.95 0.48 7.31
O13 -7.81 0.43 5.00
C20 -6.86 -0.64 5.20
O14 -9.09 2.42 5.61
C21 -10.50 2.22 5.40
H39 -5.72 1.39 8.30
H40 -6.30 3.07 8.34
H41 -7.41 1.74 8.75
H42 -7.09 -1.19 6.11
H43 -5.85 -0.23 5.25
H44 -6.95 -1.31 4.34
H45 -11.04 2.45 6.31
H46 -10.71 1.20 5.10
H47 -10.79 2.90 4.61

Results
Kohn-Sham gap = 9.57 eV
ΔE to the lowest compared entry with this formula, charge and spin = 0.0 kJ/mol
Electronic energy = -2906.0184 Eh
SMILES = CCCCCCCCC[C@H](CCCC(=O)O)OC(=O)P(O)O.COP(=O)(OC)OC.COP(=O)(OC)OC

=====

Density functional theory data (wB97M-V/def2-TZVPD) for 5 unconnected molecules or ions with the total composition H10O5.

Atoms and positions in Å:
O1 5.32 0.33 0.22
H1 5.70 0.87 -0.48
H2 4.38 0.47 0.15
O2 -3.72 1.74 -1.99
H3 -4.15 2.09 -1.21
H4 -4.38 1.19 -2.41
O3 0.49 -0.14 -0.48
H5 0.40 -1.08 -0.60
H6 -0.37 0.21 -0.74
O4 -0.58 -5.07 -1.32
H7 -1.15 -5.57 -0.75
H8 0.08 -5.70 -1.62
O5 -1.03 3.67 3.86
H9 -0.74 3.52 2.96
H10 -0.26 3.48 4.40

Results
Kohn-Sham gap = 12.03 eV
ΔE to the lowest compared entry with this formula, charge and spin = 135.2 kJ/mol
Electronic energy = -382.1727 Eh
SMILES = O.O.O.O.O

=====

Density functional theory data (wB97M-V/def2-TZVPD) for a molecular structure, C3H5CuLiO3 at a distorted geometry.

Atoms and positions in Å:
H1 -0.49 -1.89 2.22
O1 1.05 -0.03 -1.08
C1 -0.25 0.33 -1.11
C2 -0.87 0.75 0.21
O2 -1.18 -0.39 1.04
C3 -0.28 -0.86 1.85
O3 0.90 -0.59 1.83
Cu1 2.19 -1.09 -3.01
Li1 2.14 0.31 0.72
H2 -0.85 -0.42 -1.65
H3 -0.29 1.21 -1.81
H4 -1.83 1.23 0.02
H5 -0.23 1.45 0.76

Results
Kohn-Sham gap (spin up / spin down) = 8.96 / 7.21 eV
Net charge = +2
Multiplicity = 2
ΔE to the lowest compared entry with this formula, charge and spin = 0.0 kJ/mol
Electronic energy = -1990.3273 Eh

=====

Density functional theory data (wB97M-V/def2-TZVPD) for a molecular structure, C11H19Ag4NO7Zn at a distorted geometry.

Atoms and positions in Å:
Zn1 1.53 -3.03 4.77
Ag1 -1.13 -2.12 3.05
Ag2 1.99 -0.63 1.83
Ag3 4.33 -2.60 3.86
Ag4 -0.92 -5.44 4.55
C1 1.18 -3.38 2.29
O1 0.71 -2.70 1.44
O2 0.47 -3.87 3.22
O3 2.24 -3.00 2.76
C2 1.31 -0.11 4.66
O4 0.49 -0.32 3.79
O5 1.40 0.78 5.58
O6 2.12 -1.02 4.91
C3 -0.69 -1.48 -2.68
C4 -0.44 0.01 -2.44
C5 -1.54 0.73 -3.11
C6 -1.63 2.21 -2.69
C7 -1.62 2.34 -1.20
C8 -0.56 1.62 -0.42
N1 -0.38 0.32 -0.99
O7 0.46 -0.51 -0.31
C9 0.79 2.45 -0.42
C10 -1.06 1.36 1.03
C11 0.90 0.33 -3.13
H1 -1.09 -1.73 -3.66
H2 0.17 -2.09 -2.41
H3 -1.39 -1.87 -1.93
H4 -1.30 0.85 -4.17
H5 -2.48 0.19 -3.04
H6 -0.69 2.55 -3.14
H7 -2.43 2.79 -3.15
H8 -2.63 2.05 -0.92
H9 -1.58 3.41 -1.00
H10 0.83 3.23 0.34
H11 1.00 3.05 -1.31
H12 1.61 1.73 -0.39
H13 -2.00 0.82 1.17
H14 -1.38 2.27 1.54
H15 -0.36 0.92 1.75
H16 1.10 -0.25 -4.03
H17 1.01 1.33 -3.55
H18 1.72 0.05 -2.47
H19 -0.07 -1.25 0.01

Results
Kohn-Sham gap (spin up / spin down) = 3.99 / 6.15 eV
Net charge = +2
Multiplicity = 5
Electronic energy = -3378.2787 Eh